Record 1
The following is a DFT calculation (the ωB97M-V functional and the def2-TZVPD basis) of a gas-phase ion, C3H8NO (charge -1) in a non-equilibrium geometry.

XYZ file:
```
13
Properties=species:S:1:pos:R:3:forces:R:3
C 0.883325 -0.506420 -1.132045 1.96 -0.18 2.21
C -0.195523 -0.313283 -0.063482 -2.20 -3.01 0.12
N -1.420159 0.261206 -0.681054 1.50 -0.88 -0.65
C 0.101093 0.317859 1.385519 0.07 2.93 -1.35
O -1.009837 0.859523 1.941222 0.18 -0.85 -0.23
H 0.923805 0.209315 -1.975403 0.16 0.47 1.02
H 0.893062 -1.446956 -1.690785 -0.32 -0.31 0.56
H 1.788559 -0.509982 -0.371570 -0.70 0.19 -2.29
H -0.589951 -1.368566 0.282029 0.91 1.36 -0.83
H -1.120015 1.125739 -1.083961 0.27 0.81 -0.64
H -1.780542 0.577601 0.172173 -1.90 0.93 2.09
H 0.871598 1.165397 1.195629 -0.11 -0.55 -0.09
H 0.654583 -0.371432 2.021727 0.19 -0.91 0.07
```
Positions in Å, forces in eV/Å.

Frontier orbital gap ... 6.8 eV
Net charge ... -1
SMILES ... C[C@H](N)C[O-]
Largest force on an atom ... 0.07255 Eh/bohr

---

Record 2
The following is a DFT calculation (the ωB97M-V functional and the def2-TZVPD basis) of a molecular structure, C3H8NO in a non-equilibrium geometry.

XYZ file:
```
13
Properties=species:S:1:pos:R:3:forces:R:3
C 0.613798 0.228549 0.238338 -1.58 1.59 -0.29
N 1.820214 0.744071 1.028226 0.36 -1.33 0.24
C -0.767451 0.831374 0.615274 1.53 1.12 -0.92
C -0.866721 -0.624309 0.368455 -1.53 0.18 0.93
O -1.416645 -1.085465 -0.675288 0.36 -0.53 -0.53
H 1.396423 -0.485819 0.822484 0.75 0.39 0.92
H -0.030792 -1.336998 -3.513190 0.06 0.01 -0.02
H 0.755560 0.255894 -0.825019 0.31 0.23 -0.39
H 1.438963 0.936152 1.961128 0.05 -0.15 -0.24
H -1.012860 1.573643 -0.141638 -0.65 -0.35 -0.21
H -0.776662 1.332092 1.583569 0.05 -0.68 0.27
H -0.194064 -1.219434 -2.792577 -0.11 -0.02 0.04
H -0.959761 -1.149750 1.330236 0.40 -0.46 0.20
```
Positions in Å, forces in eV/Å.

Frontier orbital gap ... 6.9 eV
Net charge ... -1
Largest force on an atom ... 0.04399 Eh/bohr

---

Record 3
The following is a DFT calculation (the ωB97M-V functional and the def2-TZVPD basis) of 2 unconnected molecules or ions with the total composition C3H8NO in a non-equilibrium geometry.

XYZ file:
```
13
Properties=species:S:1:pos:R:3:forces:R:3
C -0.337768 2.554668 -1.443881 -0.26 -0.84 1.17
O -0.690923 1.926215 -0.261545 0.12 1.43 -1.16
H -0.841318 2.121191 -2.342157 0.06 0.02 -0.11
H -0.602652 3.622723 -1.446924 -0.05 0.55 -0.18
H 0.759369 2.516625 -1.660987 -0.05 0.01 -0.08
C 0.778345 -2.594003 1.176879 -0.97 0.05 -1.48
C -0.270043 -0.611332 0.455264 1.35 -0.52 -1.54
N 0.559610 -1.553044 0.142691 -0.24 1.14 1.59
H 0.944460 -3.542649 0.665161 0.26 -0.36 0.25
H -0.092028 -2.695093 1.830743 -0.01 -0.08 0.36
H 1.666625 -2.327985 1.750003 0.21 -0.08 0.21
H -0.240862 0.414357 -0.089584 -0.65 -1.33 0.53
H -1.006687 -0.743576 1.257693 0.22 0.00 0.46
```
Positions in Å, forces in eV/Å.

Spin multiplicity ... 2
Frontier orbital gap (spin up / spin down) ... 2.4 / 6.7 eV
Net charge ... -2
<S²> ... 0.751
Largest force on an atom ... 0.04113 Eh/bohr

---

Record 4
The following is a DFT calculation (the ωB97M-V functional and the def2-TZVPD basis) of 2 unconnected molecules or ions with the total composition C3H8NO in a non-equilibrium geometry.

XYZ file:
```
13
Properties=species:S:1:pos:R:3:forces:R:3
C 0.588157 -0.059527 -2.536465 1.24 -0.08 0.28
O 1.414367 -0.618014 -1.618565 0.12 0.18 -0.12
H 0.819479 1.036133 -2.774042 -0.51 -0.09 0.43
H -0.475599 -0.172891 -2.216404 -0.12 0.35 -0.66
H 0.765706 -0.477173 -3.562779 -0.64 -0.35 -0.19
C -1.343684 -0.575134 2.036571 -1.09 -0.99 -0.49
C -0.067587 0.874424 0.731730 0.23 -0.23 1.15
N -0.463940 0.540279 1.900559 -0.41 0.79 -0.33
H -2.393239 -0.177240 2.143606 0.33 -0.02 0.15
H -1.450624 -1.238241 1.154723 0.41 0.19 0.04
H -1.238799 -1.237373 2.898931 0.37 0.28 0.28
H 0.270646 1.916537 0.671516 0.46 -0.22 -0.30
H 0.112297 0.185573 -0.100644 -0.39 0.15 -0.24
```
Positions in Å, forces in eV/Å.

Spin multiplicity ... 2
Frontier orbital gap (spin up / spin down) ... 3.0 / 6.7 eV
Net charge ... -2
<S²> ... 0.751
Largest force on an atom ... 0.03019 Eh/bohr

---

Record 5
The following is a DFT calculation (the ωB97M-V functional and the def2-TZVPD basis) of 2 unconnected molecules or ions with the total composition C3H8NO in a non-equilibrium geometry.

XYZ file:
```
13
Properties=species:S:1:pos:R:3:forces:R:3
C -2.547129 1.178385 0.076908 0.22 1.37 -0.15
O -1.269828 1.224635 0.687295 -1.77 -0.58 -0.61
H -2.531039 0.570893 -0.896972 0.35 1.07 1.04
H -2.926420 2.273377 -0.031429 0.39 -2.00 -0.33
H -3.285393 0.599890 0.669632 0.54 0.19 0.17
C 1.639731 -1.790841 0.113234 -0.93 0.40 -1.25
C 1.464152 0.589366 -0.399502 6.26 -0.77 1.23
N 2.247836 -0.479181 -0.247028 -2.71 1.33 -1.86
H 0.922239 -1.693900 0.922617 -0.25 -0.05 0.21
H 1.079149 -2.267225 -0.793854 1.05 1.05 1.45
H 2.409778 -2.494639 0.394264 0.27 0.00 0.09
H 2.175633 1.511446 -0.728271 -2.27 -1.86 0.53
H 0.621293 0.777795 0.233104 -1.15 -0.16 -0.53
```
Positions in Å, forces in eV/Å.

Spin multiplicity ... 2
Frontier orbital gap (spin up / spin down) ... 9.9 / 7.3 eV
Net charge ... 0
<S²> ... 0.754
Largest force on an atom ... 0.12498 Eh/bohr

---

Record 6
The following is a DFT calculation (the ωB97M-V functional and the def2-TZVPD basis) of a gas-phase ion, C3H8NO (charge +1) in a non-equilibrium geometry.

XYZ file:
```
13
Properties=species:S:1:pos:R:3:forces:R:3
C 0.495924 1.239159 0.510541 -0.49 1.98 1.73
C 0.014374 -0.140694 0.229931 0.45 -3.68 1.80
O -0.190215 -1.168113 1.601412 -1.39 2.66 -5.54
C 0.411717 -1.025465 -0.904184 -1.55 1.64 0.74
N -1.037312 -0.627811 -0.714077 0.34 -1.19 2.22
H 0.388143 2.067574 -0.277584 0.18 -1.72 0.66
H 1.592387 1.179495 0.842072 -1.60 0.06 -0.57
H -0.127247 1.654548 1.401277 1.16 -0.73 -1.37
H 0.545710 -0.808817 2.025176 2.09 0.55 1.97
H 0.800517 -0.715266 -1.833657 0.54 0.92 -0.72
H 0.542433 -2.026816 -0.740512 0.43 -2.32 0.77
H -1.411693 0.012371 -1.352406 -0.86 1.12 -1.11
H -1.700233 -1.312819 -0.282288 0.70 0.71 -0.57
```
Positions in Å, forces in eV/Å.

Frontier orbital gap ... 12.6 eV
Net charge ... +1
SMILES ... C[C@]1(O)C[NH2+]1
Largest force on an atom ... 0.12259 Eh/bohr

---

Record 7
The following is a DFT calculation (the ωB97M-V functional and the def2-TZVPD basis) of a gas-phase ion, C3H8NO (charge +1) in a non-equilibrium geometry.

XYZ file:
```
13
Properties=species:S:1:pos:R:3:forces:R:3
C -0.850655 0.758103 -0.408455 1.07 2.67 3.73
C 0.201175 0.123605 0.499427 1.89 0.19 -1.64
N 0.458334 -1.233725 -0.033044 -0.74 -2.07 -2.06
C 1.633232 0.696887 0.376028 -1.06 0.85 -1.19
O 2.348363 0.055122 -0.356554 1.70 1.12 0.34
H -0.429455 0.635444 -1.324732 0.33 0.49 -3.21
H -1.191376 1.789503 -0.037906 1.14 -1.17 -1.05
H -1.688750 0.211571 -0.228604 -2.59 -1.83 -0.10
H -0.009378 0.238082 1.491050 -1.08 -0.67 2.82
H -0.367999 -1.657687 -0.517724 0.76 0.96 -0.01
H 0.712407 -2.032793 0.527727 0.38 0.22 1.37
H 1.422552 -1.106642 -0.694889 -2.03 0.38 1.36
H 1.851660 1.713987 0.821533 0.21 -1.15 -0.36
```
Positions in Å, forces in eV/Å.

Frontier orbital gap ... 11.6 eV
Net charge ... +1
SMILES ... C[C@@H]([NH3+])C=O
Largest force on an atom ... 0.09163 Eh/bohr

---

Record 8
The following is a DFT calculation (the ωB97M-V functional and the def2-TZVPD basis) of a gas-phase ion, C3H8NO (charge +1) in a non-equilibrium geometry.

XYZ file:
```
13
Properties=species:S:1:pos:R:3:forces:R:3
C 1.774733 -0.310379 0.283835 3.12 1.15 -0.35
N 0.410898 -0.633615 -0.069016 -3.53 2.00 1.82
C -0.726696 0.765481 -0.309727 1.44 -3.47 -0.03
C -2.158877 0.299428 0.007555 1.94 1.21 -0.47
O -2.322878 -0.791894 0.421579 -1.03 -1.21 0.56
H 2.071968 0.511841 -0.409551 0.17 -0.74 0.44
H 2.045203 0.065481 1.297240 -1.41 -0.18 -0.44
H 2.527510 -1.151632 0.194566 -1.35 0.54 -0.46
H 0.330182 -1.042617 -0.998608 -0.03 -0.78 0.63
H -0.135602 -1.058425 0.725625 0.62 -0.57 -1.53
H -0.559845 0.760520 -1.379489 0.02 1.48 -0.04
H -0.385883 1.463303 0.421654 0.54 1.02 -0.27
H -2.870716 1.122508 -0.185662 -0.50 -0.44 0.14
```
Positions in Å, forces in eV/Å.

Frontier orbital gap ... 11.3 eV
Net charge ... +1
SMILES ... C[NH2+]CC=O
Largest force on an atom ... 0.08645 Eh/bohr

---

Record 9
The following is a DFT calculation (the ωB97M-V functional and the def2-TZVPD basis) of 2 unconnected molecules or ions with the total composition C3H8NO in a non-equilibrium geometry.

XYZ file:
```
13
Properties=species:S:1:pos:R:3:forces:R:3
C 2.356215 -0.216509 0.175366 -2.59 1.64 -0.34
C 1.290504 -0.781979 -0.269833 -2.44 1.75 -0.61
C -1.718212 0.229399 -0.277839 -0.29 2.78 1.83
N -0.410105 0.886612 0.052994 2.04 0.80 -3.22
O -1.488244 -1.068533 -0.098959 0.52 -3.95 0.82
H 3.019102 -1.006618 0.193244 2.66 -1.35 0.25
H 2.484276 0.862037 0.461526 0.18 -1.52 -0.11
H 0.516376 -1.412847 -0.809449 1.35 0.61 1.07
H -2.528208 0.517003 0.453617 0.80 0.52 -0.81
H -2.019387 0.500291 -1.287607 0.14 -0.38 -0.02
H -0.238314 1.050084 0.992890 -0.09 0.14 2.35
H -0.003877 1.750012 -0.433413 -1.51 -1.64 0.36
H -1.260129 -1.308950 0.847466 -0.79 0.61 -1.56
```
Positions in Å, forces in eV/Å.

Frontier orbital gap ... 9.6 eV
Net charge ... +1
Largest force on an atom ... 0.07913 Eh/bohr

---

Record 10
The following is a DFT calculation (the ωB97M-V functional and the def2-TZVPD basis) of a molecular structure, C3H8NO in a non-equilibrium geometry.

XYZ file:
```
13
Properties=species:S:1:pos:R:3:forces:R:3
C 0.651723 0.490334 -1.049260 2.45 -5.95 -2.82
C 1.654969 -0.097837 1.119768 0.38 -3.08 2.62
C -1.360294 -0.079676 0.139753 -1.97 -0.15 0.72
N -0.154428 -0.402294 -0.544383 -1.84 0.67 -0.42
O 1.989951 0.633384 0.244398 -0.08 0.95 -0.30
H 1.311515 -0.019076 -1.863173 -0.85 1.68 1.49
H 0.503374 1.495711 -1.054704 -0.97 2.58 -0.03
H 2.183286 -0.093624 2.115579 -0.45 0.15 -0.91
H 0.855055 -0.991540 0.942405 1.73 2.27 0.78
H -1.943451 -1.012976 0.262548 0.03 0.60 -0.48
H -1.222862 0.219168 1.155698 0.38 0.68 0.76
H -1.929203 0.671111 -0.403072 -0.13 -0.08 0.11
H -0.151634 -1.402816 -0.543947 1.32 -0.32 -1.54
```
Positions in Å, forces in eV/Å.

Frontier orbital gap ... 11.2 eV
Net charge ... +1
Largest force on an atom ... 0.13666 Eh/bohr